Here is a structure of composition C9H14F12K2O9P2 at a distorted geometry from OMol25. Energies are from ωB97M-V with the def2-TZVPD basis set.

The geometry in XYZ format:
```
48
Properties=species:S:1:pos:R:3:forces:R:3
K -0.393055 -0.411071 4.418901 -0.3394 0.4385 -0.8664
K 3.294405 -2.937721 2.873031 -0.3443 0.4458 -0.5122
P 0.548435 -0.848501 0.903401 0.6249 2.5837 0.2584
F -0.246115 0.436899 1.464511 -0.4907 -0.1333 -0.8411
F -0.231295 -0.817431 -0.513809 0.3057 -1.2816 1.5515
F 1.719375 0.098349 0.262941 -0.7694 -0.8938 0.1593
F 1.461895 -2.186071 0.578501 -0.6018 0.1579 -0.1451
F 1.377995 -0.714171 2.334951 1.4510 -0.8932 1.3472
F -0.488385 -1.770181 1.784691 0.0724 -0.4799 -1.3475
P 1.050405 4.249259 2.091511 -0.8616 1.2727 -0.0280
F 1.841175 4.647959 0.746251 -0.2548 1.2928 -0.5347
F 2.417805 4.323759 2.857701 1.0779 0.7270 1.4148
F 0.657225 5.839049 2.476971 0.6822 -1.7204 -0.3814
F 0.315895 3.747149 3.537701 0.1467 0.1069 -1.5040
F -0.335455 4.173239 1.240401 0.1339 -0.4019 0.7207
F 1.438355 2.749489 1.696101 -0.9530 -1.5948 0.4107
C -0.658795 2.144359 -1.722869 0.8070 0.3844 1.7615
C 0.417285 2.698049 -2.648239 1.0522 -1.4062 2.4693
O -0.050805 2.241429 -3.854689 -0.4724 0.4851 -2.3282
C -1.378415 2.092099 -3.776369 -1.5721 -0.1605 -2.3246
O -2.123895 2.009879 -4.714209 0.5928 -0.1082 -0.0121
O -1.809345 2.028719 -2.539439 0.0150 0.3047 1.0839
H -0.816325 2.803999 -0.869539 -0.3249 -0.1661 -0.0112
H -0.370125 1.152889 -1.373939 -0.1838 0.1766 0.0002
H 1.303505 2.095379 -2.449479 0.4218 0.5993 0.1102
H 0.635725 3.756529 -2.506789 -0.2981 0.1002 -0.6578
C 2.972615 -1.017291 -2.327489 0.7908 -1.0217 0.6491
C 3.978435 -2.095321 -2.754589 0.1971 -0.5039 0.0128
O 4.531205 -1.549141 -3.956559 0.2211 -1.4839 -0.1472
C 3.943375 -0.385041 -4.257879 3.3801 1.8648 -5.8564
O 4.247545 0.258719 -5.318839 -1.6903 -2.6223 4.7636
O 3.168595 -0.039631 -3.307409 -2.2520 2.5503 0.9928
H 3.273045 -0.640081 -1.349959 -0.5827 0.2952 -0.1334
H 1.934995 -1.348341 -2.370569 0.0987 0.0724 0.2647
H 3.538305 -3.086631 -2.862699 -0.3548 0.1214 -0.8573
H 4.795895 -2.330601 -2.073049 0.1679 0.7631 0.2361
C -3.982945 -3.915921 4.319711 0.5408 0.8223 1.5927
O -4.386325 -3.520041 3.053121 -1.3948 -1.6426 -0.8187
C -3.789665 -2.547191 2.422051 -0.2570 -0.2030 -1.7818
O -3.033765 -1.777081 2.895741 1.9185 2.0600 1.6782
O -4.129035 -2.566641 1.145481 -0.7371 -0.4524 -0.0365
C -3.799375 -1.464681 0.285881 0.0689 0.0102 -0.3896
H -3.356565 -3.131501 4.744481 0.1718 -0.0329 0.0914
H -3.419845 -4.848951 4.341401 -0.1899 -0.0842 -0.4083
H -4.848765 -3.976711 4.979071 -0.1002 -0.2522 -0.2586
H -4.203875 -0.516771 0.640781 0.0697 -0.1434 0.2264
H -4.284265 -1.722451 -0.655679 0.0558 0.0843 0.1128
H -2.727045 -1.382041 0.108791 -0.0398 -0.0372 0.2738
```
Forces are in eV/Å.

The net charge is 0. The value obtained for the total energy is -4109.93902 Eh. The value obtained for the HOMO-LUMO gap is 6.929 eV. As for the LUMO energy: -2.8 eV. As for the spin multiplicity: 1. The value obtained for the HOMO energy is -9.71 eV.

Here is a structure of composition C9H14KN4O2S at a distorted geometry from OMol25. Energies are from ωB97M-V with the def2-TZVPD basis set.

The geometry in XYZ format:
```
31
Properties=species:S:1:pos:R:3:forces:R:3
K 5.988903 10.772647 9.097731 -0.0593 0.1872 -0.0458
C 7.709347 5.909111 12.195487 -0.0446 -0.1887 -0.9392
N 7.453399 7.270758 11.743063 -0.4706 -0.5276 0.1998
C 8.377041 8.089858 11.288523 2.0732 -0.4290 -0.2665
N 9.654520 7.626497 11.217451 -0.0061 0.0214 -0.0661
S 8.174203 9.673818 10.784507 -0.6023 0.6530 -0.0162
H 6.755001 5.429183 12.385699 0.0260 -0.0982 -0.1034
H 8.272075 5.902850 13.099624 0.4646 0.0485 0.8619
H 8.282565 5.324873 11.443141 -0.5671 0.3726 0.2745
H 6.544204 7.662792 11.891229 -0.1722 0.0635 -0.0099
H 9.957519 6.702272 11.542064 -0.2143 0.8531 -0.2832
H 10.319218 8.305830 10.829173 -0.3652 -0.8563 0.4373
O 6.050177 18.649136 6.519808 -0.7898 0.6520 1.9997
C 6.103628 17.917700 5.367896 -1.3298 0.9367 -2.3968
N 6.783932 16.673991 5.488685 -0.4973 -0.5975 0.8427
C 6.299844 15.877615 6.458771 -0.1632 -1.0520 0.0128
O 5.236196 16.036546 7.047433 0.4115 0.2360 -0.3732
C 7.163107 14.703022 6.784787 -0.4933 -0.4210 2.6652
C 8.366027 14.414256 6.160692 -1.2095 1.1955 -1.2849
C 9.126983 13.389858 6.585116 0.1869 -1.7986 1.0199
C 8.652682 12.667950 7.703118 1.2595 0.2089 -0.5032
N 7.607574 12.985549 8.419121 -2.3987 1.1237 0.3247
C 6.827963 14.019344 7.995849 2.0778 0.1907 -2.1629
H 5.303119 18.395246 7.138715 1.2944 0.0148 -1.4542
H 6.633487 18.514089 4.595600 -0.2495 -0.2476 0.5470
H 5.072571 17.721044 4.953179 0.9145 0.0711 0.4580
H 7.720975 16.500348 5.182010 0.0369 0.6024 -0.1266
H 8.597629 15.001241 5.268668 0.4451 -0.4992 0.2457
H 10.007476 13.068534 6.055239 0.2167 0.0278 0.0998
H 9.175389 11.837150 8.138496 0.6075 -0.3903 -0.3302
H 6.014591 14.423990 8.564922 -0.3815 -0.3528 0.3733
```
Forces are in eV/Å.

The net charge is +1. The energy above the lowest of the compared OMol25 structures with the same formula, charge and spin is 67.3 kJ/mol. The value obtained for the total energy is -1718.83386 Eh. The value obtained for the HOMO-LUMO gap is 8.716 eV. As for the LUMO energy: -3.1 eV. As for the spin multiplicity: 1. The value obtained for the HOMO energy is -11.78 eV.

Here is a cluster of 2 separate species, C9H14N2O in total at a distorted geometry from OMol25. Energies are from ωB97M-V with the def2-TZVPD basis set.

The geometry in XYZ format:
```
26
Properties=species:S:1:pos:R:3:forces:R:3
C -3.161827 -1.220851 -0.478563 -1.0331 -0.9234 -1.0591
C -2.715099 -0.509009 -1.623264 1.2594 1.3437 -1.0615
C -2.411715 -0.827564 0.568623 -0.8523 -1.0070 3.7098
C -1.693018 0.314908 -1.204514 1.3301 0.2271 1.7472
C 1.007103 -0.487428 2.612340 0.5118 -2.3401 -1.4335
C 2.131220 -1.667537 0.668718 -0.0776 2.3714 1.9310
C 2.436576 0.801885 0.991468 0.4238 1.3115 0.3324
C -0.683734 1.300066 -1.692484 -0.0219 0.4293 -0.1642
C 1.849490 -0.385021 1.595656 -0.4137 -2.8498 -1.4539
N -0.757081 1.541925 -2.921121 -1.0505 -0.4573 -1.5864
N -1.517107 0.063350 0.131403 1.0313 1.7811 1.0170
O -0.059007 2.443156 -3.644300 1.7498 1.3539 1.6133
H -3.933012 -1.978191 -0.390513 0.0962 0.2223 -0.3212
H -2.880606 -0.402208 -2.685163 -0.9530 -0.9207 0.0254
H -2.560884 -1.129543 1.697875 0.6265 0.7933 -2.6317
H 0.596426 -1.497474 2.749966 0.0289 0.5673 0.3658
H 0.562437 3.014421 -3.064864 -1.1623 -1.2001 -0.8384
H 0.650351 0.281608 3.195173 -0.5114 1.7249 1.3134
H 2.946029 -2.260555 1.096980 -0.1135 0.0718 -0.5605
H 1.234352 -2.201364 0.519797 -0.9797 -1.0404 0.3234
H 2.289996 -1.203912 -0.279435 0.9496 -0.2207 -0.8647
H 3.440448 0.619837 0.595000 -0.0639 0.1085 0.2402
H 2.433190 1.601996 1.721172 0.3381 0.4556 0.0495
H 1.836999 1.152685 0.153177 -0.1056 -0.1361 -0.2191
H 0.067626 1.825653 -1.012710 -1.0373 -0.7228 -0.5067
H -1.109153 0.809167 0.699581 0.0304 -0.9430 0.0325
```
Forces are in eV/Å.

The net charge is 0. The energy above the lowest of the compared OMol25 structures with the same formula, charge and spin is 381.3 kJ/mol. The SMILES is O/N=C/c1ccc[nH]1.C=C(C)C. The value obtained for the total energy is -535.93852 Eh. The value obtained for the HOMO-LUMO gap is 8.699 eV. As for the LUMO energy: 0.6 eV. As for the spin multiplicity: 1. The value obtained for the HOMO energy is -8.12 eV.

Here is a structure of composition C9H14N2O2RhS4Sb at a distorted geometry from OMol25. Energies are from ωB97M-V with the def2-TZVPD basis set.

The geometry in XYZ format:
```
33
Properties=species:S:1:pos:R:3:forces:R:3
Rh -0.072215 -0.136346 0.211540 -0.6164 -0.4015 0.6360
S 2.201377 -0.239993 0.080593 0.3249 0.0816 0.1709
S 2.641398 0.852207 1.761043 -0.1293 -0.5671 0.4878
S 1.874214 -0.565204 3.169811 0.9640 0.3890 -0.6417
S -0.032865 -0.494122 2.578127 -0.9635 0.0971 -1.2132
O -2.120359 0.171093 0.098338 0.0533 0.0940 -0.0078
N -2.481176 1.406208 0.078230 -0.0051 -0.1059 0.0596
N -1.533870 2.239053 0.041451 0.1422 0.0896 -0.0188
O -0.256034 1.901516 -0.008457 -0.0518 -0.0511 0.0921
C -1.840376 3.648559 0.028043 -0.0199 0.0723 0.0067
C -3.157858 4.084275 -0.047775 0.0368 -0.0200 -0.0099
C -3.407397 5.446682 -0.049872 -0.0224 -0.0427 -0.0009
C -2.360885 6.356933 0.021290 0.0151 0.0047 0.0030
C -1.054410 5.899397 0.093062 0.0154 0.0137 -0.0016
C -0.782032 4.538419 0.097035 -0.0071 -0.0100 -0.0033
H -3.965820 3.370241 -0.104164 0.0155 0.0059 0.0102
H -4.430097 5.796586 -0.108311 0.0243 -0.0071 0.0016
H -2.566792 7.420098 0.021054 0.0150 -0.0387 -0.0034
H -0.233883 6.602948 0.148002 -0.0138 -0.0137 0.0015
H 0.228143 4.161074 0.153882 -0.0239 0.0159 0.0084
C 0.759515 -4.233459 0.299642 0.1055 0.0764 0.0584
Sb -0.451580 -2.596130 -0.283537 0.0938 0.0414 0.3666
C -0.682571 -3.024489 -2.352891 0.0571 0.0807 -0.0461
C -2.331904 -3.238676 0.453160 -0.0007 0.0246 0.0287
H 0.296317 -5.148181 -0.071306 0.0103 0.0436 0.0095
H 0.827659 -4.270285 1.386101 -0.0056 0.0350 -0.0367
H 1.761452 -4.131911 -0.114624 -0.0421 0.0271 0.0147
H -1.197707 -3.978262 -2.468007 0.0230 0.0320 0.0260
H 0.296731 -3.081222 -2.827453 -0.0315 0.0144 0.0152
H -1.262719 -2.235576 -2.829354 0.0010 -0.0307 0.0122
H -2.591024 -4.194379 -0.001883 -0.0030 0.0284 0.0024
H -3.085250 -2.489851 0.215604 0.0161 -0.0103 -0.0058
H -2.274685 -3.353301 1.534823 0.0225 0.0313 -0.0225
```
Forces are in eV/Å.

The net charge is 0. The value obtained for the total energy is -2554.78560 Eh. The value obtained for the HOMO-LUMO gap (spin up / spin down) is 6.277 / 6.283 eV. As for the LUMO energy (spin up / spin down): -1.3 / -1.3 eV. As for the spin multiplicity: 1. The value obtained for the HOMO energy (spin up / spin down) is -7.61 / -7.61 eV.

Here is a cluster of 3 separate species, C9H14N2O8PS in total at a distorted geometry from OMol25. Energies are from ωB97M-V with the def2-TZVPD basis set.

The geometry in XYZ format:
```
35
Properties=species:S:1:pos:R:3:forces:R:3
O 2.266076 0.647158 1.350769 -0.1728 -0.0788 0.0363
P 1.785329 0.585400 -0.145711 1.0362 -0.1812 -0.4102
O 1.490104 2.107490 -0.475266 -0.5920 -0.0850 0.1764
S 2.870200 -0.415423 -1.331497 -0.3157 0.1302 0.2048
N 0.162323 -0.046674 -0.021816 -0.2510 0.0525 -0.0725
C -0.981486 0.611720 0.416836 -0.3195 0.0615 0.1820
C -1.992327 -0.277537 0.374999 -0.0906 0.0972 0.0841
N -1.453194 -1.457120 -0.097988 -0.3342 -0.1266 0.0433
C -0.168549 -1.301475 -0.335102 0.3343 -0.1066 -0.0740
H 1.584346 0.641000 2.035923 0.0691 0.1419 0.0745
H 0.937307 2.215176 -1.263224 0.2833 0.1963 -0.1385
H -1.032596 1.637167 0.737046 0.2433 -0.0467 -0.0299
H -3.025184 -0.156127 0.653391 0.0377 -0.0630 -0.0311
H -1.954093 -2.323359 -0.234810 0.0737 -0.0388 -0.0259
H 0.505654 -2.051309 -0.717367 -0.0084 -0.0756 0.0844
C 1.022171 -3.889906 -3.919634 0.0736 -0.0561 -0.0778
C 1.371684 -5.355474 -3.724781 -0.0366 0.0391 -0.1336
O 1.610876 -5.421391 -2.308385 -0.0021 -0.0276 -0.0188
C 0.961923 -4.415858 -1.718366 0.0655 -0.1575 0.0395
O 0.821112 -4.277474 -0.539905 -0.1028 0.1951 -0.0277
O 0.470256 -3.547747 -2.633224 -0.0307 0.0802 -0.1049
H 0.288363 -3.712961 -4.699757 -0.1024 0.0108 0.0955
H 1.899486 -3.267335 -4.094876 0.0204 -0.0137 0.0236
H 0.542921 -6.020854 -3.966103 -0.0176 0.0123 0.0172
H 2.258295 -5.670367 -4.265533 0.0796 0.0035 0.1210
C -0.353847 4.621841 3.563291 0.0223 0.1146 -0.0192
C -1.456112 5.472816 2.959333 0.0611 0.0608 0.0945
O -2.182491 4.506175 2.180485 0.0022 0.0393 -0.0230
C -1.963155 3.288261 2.701702 -0.1671 0.0844 0.1551
O -2.563433 2.301185 2.395362 0.1815 -0.0344 -0.1475
O -0.972249 3.323438 3.613714 0.0913 -0.0257 -0.0473
H -0.053591 4.929553 4.559827 -0.0781 -0.0999 0.0593
H 0.526023 4.562949 2.921054 -0.0098 -0.0053 -0.0123
H -2.128483 5.886245 3.710501 -0.0052 -0.0264 0.0186
H -1.093656 6.270817 2.319111 -0.0386 -0.0711 -0.1159
```
Forces are in eV/Å.

The net charge is +1. The value obtained for the total energy is -1802.23187 Eh. The value obtained for the HOMO-LUMO gap is 10.209 eV. As for the LUMO energy: -2.7 eV. As for the spin multiplicity: 1. The value obtained for the HOMO energy is -12.86 eV.

Here is an isolated molecule of C9H14N2S2 at a distorted geometry from OMol25. Energies are from ωB97M-V with the def2-TZVPD basis set.

The geometry in XYZ format:
```
27
Properties=species:S:1:pos:R:3:forces:R:3
C -0.234627 2.365827 0.429830 -0.5051 -3.6524 0.6502
C -1.236093 1.593471 -0.218518 2.6708 0.2358 0.2589
C 0.572909 1.558892 1.198049 -1.5215 -1.1752 -1.8388
C 1.682845 -1.623299 0.732051 -0.4589 1.7005 1.7126
C -2.173720 2.243048 -1.212302 -1.6770 -3.0567 1.1895
C 1.760882 1.844609 2.031823 -2.3390 2.8806 -1.4391
C -0.434838 -2.748343 -2.366173 -1.2584 0.6943 -1.6647
C 0.459186 -0.981613 1.494395 1.2081 1.5759 1.1893
C -0.387786 -2.311083 -0.901432 2.5121 -4.1186 -2.9590
N -1.014068 0.304621 0.109337 -1.1824 1.8275 -1.1793
N 0.058222 0.303766 0.897221 0.4083 -1.0298 1.0071
S 3.176599 -1.426333 1.337078 0.3252 -0.2495 0.1614
S 1.421992 -2.217254 -0.821330 -0.0121 -0.0617 0.3557
H -0.132306 3.340201 0.385136 0.4004 4.7330 -0.3356
H -2.965521 2.607896 -0.520048 -0.2565 -0.2290 -1.1216
H -1.801327 3.081937 -1.729945 0.9276 0.7856 -0.4415
H -2.518443 1.448825 -1.964476 0.0362 1.3264 1.1507
H 2.632124 1.682783 1.544974 2.7618 -0.9671 -1.7729
H 1.805029 2.926272 2.233606 -0.3890 -0.3950 0.3648
H 1.751032 1.278421 2.862103 0.0852 -1.7071 3.2005
H 0.086011 -2.019002 -2.924242 1.1744 1.0086 -0.6646
H -0.000024 -3.670569 -2.691136 0.5086 -0.8450 0.6718
H -1.332568 -2.700420 -2.987159 -0.9349 -0.1438 1.0404
H -0.331486 -1.670367 1.648994 -1.1591 -0.4588 -0.7460
H 0.592683 -0.637583 2.558491 1.2191 -0.9623 -0.8851
H -0.654120 -3.180439 -0.356964 -0.8142 -0.1595 1.2673
H -0.782586 -1.394265 -0.769364 -1.7298 2.4433 0.8281
```
Forces are in eV/Å.

The net charge is 0. The energy above the lowest of the compared OMol25 structures with the same formula, charge and spin is 284.9 kJ/mol. The SMILES is CCSC(=S)Cn1nc(C)cc1C. The value obtained for the total energy is -1257.12126 Eh. The value obtained for the HOMO-LUMO gap is 8.383 eV. As for the LUMO energy: -0.1 eV. As for the spin multiplicity: 1. The value obtained for the HOMO energy is -8.46 eV.